Record 1
78
Properties=species:S:1:pos:R:3 method="wB97M-V/def2-TZVPD" energy_ev=-39925.8384 e_above_lowest_kcal_mol=544.90 homo_lumo_gap_ev=8.469
O 12.381 -4.224 10.417
O 13.988 -6.419 5.784
O 6.982 -8.037 11.232
O 10.335 -6.042 7.871
O 11.634 -12.448 9.889
O 10.266 -7.350 10.698
O 11.448 -8.200 9.354
O 14.578 -9.962 10.931
O 11.793 -5.136 12.792
O 12.369 -9.549 8.104
C 12.373 -7.680 6.868
C 8.848 -8.676 12.475
C 9.306 -12.320 10.403
C 14.853 -8.337 6.670
C 10.671 -11.767 10.729
C 13.687 -7.730 6.050
C 7.951 -9.048 11.239
C 11.830 -6.555 12.642
C 12.256 -3.298 9.277
C 13.590 -9.758 8.771
C 11.147 -3.804 8.378
C 13.606 -9.290 10.196
C 11.627 -7.117 11.179
C 11.906 -1.987 10.111
C 10.326 -8.354 8.497
C 9.526 -7.029 8.345
C 10.779 -10.244 10.622
C 8.810 -8.947 9.970
H 12.066 -10.245 7.516
H 11.110 -4.878 8.194
H 8.744 -7.212 7.607
H 12.828 -1.636 10.575
H 11.005 -12.093 11.714
H 8.439 -8.741 13.483
H 9.257 -13.332 10.002
H 12.525 -12.107 9.993
H 10.133 -3.715 8.770
H 11.757 -1.208 9.364
H 12.595 -9.625 10.424
H 9.717 -9.289 12.714
H 15.106 -7.733 7.542
H 8.857 -9.929 9.501
H 10.388 -9.875 9.674
H 7.586 -10.066 11.374
H 7.592 -7.307 11.365
H 8.592 -12.332 11.226
H 12.804 -6.811 13.061
H 12.366 -6.904 7.633
H 13.203 -3.174 8.751
H 12.116 -8.630 7.338
H 14.438 -9.208 8.364
H 9.872 -8.787 10.155
H 12.136 -8.072 11.048
H 13.869 -10.810 8.698
H 11.802 -9.895 10.761
H 11.033 -4.666 12.442
H 14.792 -9.394 6.927
H 11.514 -7.353 6.283
H 11.827 -6.318 10.465
H 11.169 -6.145 8.335
H 8.976 -6.753 9.245
H 10.290 -9.746 11.458
H 11.165 -3.284 7.421
H 13.554 -8.210 10.337
H 10.769 -8.623 7.538
H 8.326 -8.342 9.203
H 13.429 -8.342 5.186
H 14.343 -10.862 11.168
H 9.613 -9.141 8.742
H 15.740 -8.231 6.046
H 8.801 -11.618 9.739
H 11.061 -2.154 10.779
H 12.031 -8.945 9.190
H 10.480 -7.603 9.797
H 14.946 -6.376 5.833
H 13.044 -4.866 10.153
H 10.999 -6.910 13.252
H 9.284 -7.683 12.367

=====

Record 2
8
Properties=species:S:1:pos:R:3 method="wB97M-V/def2-TZVPD" energy_ev=-9179.5796 e_above_lowest_kcal_mol=50.89 homo_lumo_gap_ev=10.549 smiles="O=c1nco[nH]1"
O 2.130 -0.665 -0.550
O -1.087 -0.100 0.571
N 0.147 -0.697 0.693
N 0.308 0.781 -0.931
C -0.907 0.754 -0.491
C 1.004 -0.255 -0.274
H 0.223 -1.175 1.684
H -1.817 1.358 -0.701

=====

Record 3
9
Properties=species:S:1:pos:R:3 method="wB97M-V/def2-TZVPD" energy_ev=-5691.7261 e_above_lowest_kcal_mol=34.67 homo_lumo_gap_ev=10.410 smiles="CNC=O"
O -0.628 -0.753 -1.808
N -0.402 0.126 0.343
C -1.135 -0.283 -0.780
C 1.012 0.045 0.449
H 1.234 -0.075 1.527
H -0.825 0.921 1.076
H -2.115 -0.126 -0.702
H 1.502 -0.793 -0.159
H 1.357 0.939 0.054

=====

Record 4
16
Properties=species:S:1:pos:R:3 method="wB97M-V/def2-TZVPD" energy_ev=-8864.1421 e_above_lowest_kcal_mol=116.93 homo_lumo_gap_ev=10.100 smiles=C[C@H]1N[C@H]1[C@H]1CO1
O -0.028 1.011 2.392
N 1.472 -0.806 -0.091
C -0.203 -0.024 -1.872
C -1.064 1.378 1.500
C 0.188 -0.727 0.641
C 0.194 0.738 1.001
C 0.222 -1.018 -0.810
H 1.320 0.684 0.322
H -0.081 -1.496 1.359
H 0.071 -2.059 -1.073
H -1.250 -0.201 -2.144
H 0.405 -0.154 -2.773
H 2.116 -1.567 0.053
H -0.108 1.008 -1.524
H -1.988 0.786 1.605
H -1.266 2.448 1.414